1.
Density functional theory data (ωB97M-V with the def2-TZVPD basis set) for a cluster of 4 separate species, C11H30O5 in total in a non-equilibrium geometry.

Structure (XYZ):
```
46
Properties=species:S:1:pos:R:3:forces:R:3
C 2.20044 -3.35118 1.57161 -0.230 0.227 1.681
C 0.73455 -3.43241 1.18642 0.214 -0.453 -1.509
C -0.25395 -3.69938 2.30259 0.130 -0.295 0.297
O 0.33201 -2.26983 0.42276 -0.012 -0.156 0.591
H 2.83360 -2.93610 0.79506 0.006 -0.152 -0.176
H 2.55623 -4.32723 1.91374 0.045 -0.117 -0.480
H 2.30575 -2.75518 2.49071 0.032 0.341 -0.350
H 0.66987 -4.26331 0.47163 -0.090 -0.016 0.099
H -0.89848 -4.53284 2.02606 -0.176 0.125 0.009
H -0.87885 -2.83885 2.53274 0.105 0.114 -0.035
H 0.26717 -4.00874 3.21106 -0.015 0.132 0.028
H 0.76398 -2.36551 -0.43598 -0.137 -0.095 0.027
C -4.00434 4.49352 -1.44744 -0.403 0.655 -0.057
C -2.61826 4.18111 -0.93260 -0.176 -1.694 0.097
C -2.73906 3.35852 0.36113 0.354 1.704 0.310
O -1.89103 3.36849 -1.87404 0.104 0.451 -0.210
H -4.57930 3.57461 -1.57398 0.053 -0.049 -0.058
H -4.02598 5.05065 -2.38581 0.267 -0.172 -0.062
H -4.54987 5.11585 -0.73180 0.051 -0.088 0.099
H -2.00657 5.06529 -0.77930 -0.027 0.131 -0.003
H -1.73968 3.11894 0.72000 -0.065 -0.528 -0.162
H -3.40240 2.50817 0.22866 0.157 -0.215 0.024
H -3.14331 4.01528 1.13986 -0.271 -0.232 -0.001
H -2.22682 2.46895 -1.81076 -0.055 0.024 -0.004
C 1.30600 -1.52349 -3.90793 -0.159 -0.267 0.849
C 2.05296 -1.80144 -2.59361 1.470 -0.454 -1.181
C 2.08292 -0.66538 -1.61075 -1.382 -0.299 0.771
O 1.69273 -3.10434 -2.03336 0.025 1.403 -0.482
H 1.59844 -2.28463 -4.63351 -0.168 -0.006 -0.083
H 1.62477 -0.55884 -4.29677 -0.167 0.072 -0.057
H 0.22662 -1.56168 -3.75177 -0.020 0.174 -0.159
H 3.08711 -1.92886 -2.95951 0.046 0.079 0.397
H 2.29193 0.24914 -2.15711 0.323 0.093 0.200
H 2.72942 -0.83740 -0.75038 0.499 0.063 -0.361
H 1.10736 -0.53543 -1.12131 -0.066 0.188 -0.400
H 1.79987 -3.62873 -2.83302 -0.269 -0.719 0.384
O 0.16162 -0.14109 2.23596 0.145 0.092 0.144
C 0.67895 1.04802 1.65647 -0.432 -0.573 -0.505
C 0.44129 2.16935 2.64215 0.524 0.818 0.717
O 0.52996 1.73649 3.99861 -0.250 -0.128 -0.598
H 0.26712 -0.87377 1.60858 -0.048 -0.010 -0.183
H 1.73605 0.96263 1.38010 0.058 -0.167 0.308
H 0.13026 1.22756 0.72187 0.104 0.328 0.021
H -0.50999 2.68158 2.47518 -0.147 -0.201 -0.047
H 1.22593 2.92315 2.54483 -0.087 0.041 -0.225
H 0.03300 0.90835 3.98295 0.140 -0.168 0.336
```
Forces are in eV/Å.

Results
Orbital gap in eV: 10.1
Energy relative to the best compared isomer or geometry (same formula, charge and spin) in kcal per mole: 6.8
Structure (SMILES): CC(C)O.CC(C)O.CC(C)O.OCCO
Charge: 0
Electronic energy in Eh: -813.25939
HOMO in eV: -9.59

=====

2.
Density functional theory data (ωB97M-V with the def2-TZVPD basis set) for a structure of composition C11H31BF3HgO7S in a non-equilibrium geometry.

Structure (XYZ):
```
55
Properties=species:S:1:pos:R:3:forces:R:3
Hg -0.01821 -0.54766 -0.59618 -0.587 -1.522 -1.600
B 1.81264 -2.13843 -0.37454 0.278 0.478 -0.392
H 2.37240 -1.12976 -0.32710 1.026 1.210 0.129
H 2.57395 -2.98432 -0.19791 0.681 -1.295 0.189
H 1.00547 -2.13525 0.46442 -1.126 -0.344 1.452
H 1.32924 -2.18420 -1.43308 -0.595 -0.602 -1.619
C 1.24895 0.07408 3.70192 0.662 1.427 -1.606
F -0.08752 0.02763 3.73481 -0.211 -0.338 0.144
F 1.66198 0.74707 4.77598 0.030 -0.250 0.480
F 1.75348 -1.14716 3.72101 -0.197 -0.379 0.214
S 1.83961 1.05482 2.17315 1.152 -0.502 -0.269
O 1.53074 2.41752 2.53837 -0.418 -0.056 -0.050
O 3.25018 0.74805 2.04420 -0.569 0.072 0.514
O 1.07257 0.51417 1.04733 -0.208 0.998 1.302
C -1.71889 -2.26958 -2.69712 0.599 0.143 0.442
O -1.48699 -0.92062 -2.43433 0.237 0.132 0.762
H -0.77448 -2.82044 -2.82801 0.053 -0.145 -0.203
H -2.22449 -2.81068 -1.87925 -0.212 0.072 0.147
H -2.32846 -2.44820 -3.59414 -0.050 0.215 -0.166
C -1.83408 3.72736 -0.74948 -0.114 0.211 1.044
C -1.09199 2.67168 0.08597 -1.103 0.356 0.744
C -1.59706 2.66213 1.54060 -0.499 0.724 -0.415
O -1.38642 1.37130 -0.43944 0.105 0.789 -0.250
H -1.77987 4.69607 -0.24369 0.403 0.057 -0.115
H -2.90863 3.52500 -0.68905 -0.019 -0.276 -0.473
H -1.47943 3.83575 -1.77082 -0.069 -0.214 -0.054
H -0.02506 2.88209 0.07831 0.127 -0.554 -0.153
H -1.48624 3.64737 2.00001 0.552 -0.173 0.216
H -1.15528 1.85794 2.11977 0.258 0.190 0.037
H -2.68710 2.53216 1.55805 -0.034 -0.292 -0.279
H -2.33310 1.37193 -0.61946 0.087 -0.391 -0.258
C 3.19046 0.47474 -3.45193 0.278 0.062 0.247
C 2.45494 1.22446 -2.34308 -0.698 0.156 -0.754
C 2.35880 2.70485 -2.70781 -0.010 -0.101 0.730
O 1.12944 0.67520 -2.23467 0.419 0.694 -0.455
H 4.26990 0.63876 -3.44224 0.007 0.053 0.201
H 2.84411 0.86761 -4.41116 -0.142 -0.252 -0.093
H 3.00450 -0.59537 -3.37695 -0.017 0.010 0.004
H 2.89052 1.11050 -1.35203 0.079 -0.210 -0.049
H 1.64834 3.22885 -2.06520 0.148 -0.088 0.243
H 1.98923 2.85651 -3.72331 0.337 -0.084 -0.161
H 3.35445 3.11951 -2.54028 -0.082 0.365 -0.380
H 0.68235 0.72004 -3.09050 -0.147 -0.216 0.146
C -2.27334 -2.44571 3.16278 -1.174 0.386 -0.350
C -1.39380 -2.56062 1.91321 0.130 -0.871 0.776
C -1.73787 -3.82202 1.15274 0.711 -0.498 -0.031
O -1.55013 -1.44106 1.04511 -0.655 -0.065 1.114
H -2.26186 -1.48948 3.68846 0.709 0.022 -0.059
H -2.13156 -3.25284 3.87976 0.306 -0.015 -0.085
H -3.32852 -2.51554 2.85706 -0.009 -0.234 -0.125
H -0.36752 -2.66696 2.27040 0.197 0.603 -0.462
H -2.76780 -3.78300 0.79573 -0.039 -0.278 0.098
H -1.51142 -4.68573 1.78653 -0.618 -0.040 0.153
H -1.06509 -3.99589 0.31063 -0.098 0.513 -0.194
H -2.47601 -1.19465 1.16643 0.128 0.345 -0.428
```
Forces are in eV/Å.

Results
Orbital gap in eV: 7.6
Energy relative to the best compared isomer or geometry (same formula, charge and spin) in kcal per mole: 0.0
Charge: -1
Electronic energy in Eh: -1840.39880
HOMO in eV: -4.89

=====

3.
Density functional theory data (ωB97M-V with the def2-TZVPD basis set) for a cluster of 7 separate species, C11H31F6N2O13S4 in total in a non-equilibrium geometry.

Structure (XYZ):
```
67
Properties=species:S:1:pos:R:3:forces:R:3
N 19.29401 -10.33281 20.05976 0.594 -0.566 1.677
H 19.63319 -9.81997 20.86104 0.883 0.301 -0.241
H 19.26060 -11.29152 20.37576 0.253 -1.989 0.425
H 19.86257 -10.34247 19.22505 0.045 0.590 -0.676
H 18.32386 -10.05258 20.04005 -0.638 0.409 -1.166
N 18.22512 -13.24076 18.08759 -0.457 -1.244 -0.012
H 18.75802 -12.91344 17.29451 0.609 0.452 -0.907
H 17.41780 -12.63792 18.15764 -0.590 0.604 0.321
H 18.77449 -13.23575 18.93510 0.808 0.251 1.694
H 17.94101 -14.20280 17.96991 -0.158 -0.152 -0.193
C 14.39546 -9.49069 18.96043 1.450 0.839 -0.917
F 13.64481 -9.44517 17.84375 0.610 -0.160 0.129
F 14.31837 -8.31319 19.55297 -0.008 1.387 0.166
F 13.85766 -10.32894 19.77221 -0.820 -2.132 1.283
S 16.25408 -9.81094 18.62264 0.238 1.291 -2.656
O 17.03497 -9.32666 19.77977 -2.357 -0.123 -0.439
O 16.37093 -11.21037 18.28848 -0.364 -0.929 1.262
O 16.45533 -9.03016 17.41381 -0.230 0.534 1.032
C 21.92054 -11.86985 15.81572 -1.024 1.791 1.459
F 21.95425 -13.00451 16.51709 0.037 -0.112 -0.401
F 22.98343 -11.11736 16.22606 -0.680 -0.671 -0.761
F 21.97412 -12.10431 14.51697 0.466 -0.268 0.024
S 20.28595 -10.89264 16.19148 -0.322 1.139 -0.486
O 20.27562 -9.80749 15.18391 0.221 -1.946 1.686
O 19.22028 -11.90412 16.03899 1.177 0.567 -0.427
O 20.40454 -10.44742 17.59697 0.445 -0.495 -1.601
C 21.48255 -13.15075 21.92545 1.076 0.185 -1.035
C 20.01722 -13.40296 21.88931 -2.663 0.051 0.654
C 19.24779 -12.75803 23.10340 -0.674 0.785 -0.173
O 19.34750 -13.17185 20.65291 0.927 0.369 1.241
H 21.82562 -12.12036 21.83219 -0.239 0.259 0.064
H 21.81937 -13.67000 21.02821 0.467 0.029 -0.101
H 21.99287 -13.61533 22.76915 -0.166 0.038 0.237
H 19.97206 -14.44086 22.21919 -0.239 -0.892 -0.551
H 19.65659 -12.82273 24.11177 0.945 -0.097 -0.091
H 18.24600 -13.13754 23.30464 -0.180 -0.677 -0.721
H 19.01089 -11.70773 22.93352 0.415 0.430 -0.177
O 20.44266 -9.14965 22.24118 0.907 2.056 1.983
S 20.76462 -8.12801 23.23972 -0.597 0.643 1.282
O 22.08541 -7.95454 23.84710 -1.641 -0.597 -1.418
O 20.26655 -6.63878 22.62384 0.995 -2.608 1.681
C 21.11533 -5.52210 23.00850 0.560 0.066 -0.948
C 22.23622 -5.42701 21.96167 -0.844 -0.107 0.669
C 19.59111 -8.27228 24.71214 -0.419 0.836 -1.119
H 21.48751 -5.53974 24.03284 -0.203 -0.484 0.044
H 20.44147 -4.67098 22.91054 0.052 0.055 -0.001
H 22.93094 -6.26687 21.97174 -0.113 0.007 0.337
H 22.77940 -4.50498 22.16886 0.038 0.099 -0.577
H 21.68619 -5.48780 21.02259 0.526 0.562 -0.316
H 19.72341 -7.38990 25.33826 0.597 -0.061 -0.073
H 19.60375 -9.17417 25.32413 0.675 -0.131 -0.529
H 18.57676 -8.14108 24.33535 0.035 -0.271 -0.389
O 19.85286 -4.72085 17.71948 -0.021 -0.921 1.005
S 20.25062 -6.03454 18.20082 -2.089 -0.417 -1.595
O 21.64317 -6.31711 18.23490 0.483 -0.052 1.287
O 19.51504 -6.41753 19.61897 2.067 1.471 -0.614
C 18.14257 -6.02374 19.78660 -0.561 -0.900 0.083
C 17.88282 -5.85097 21.28093 -0.290 0.059 -0.710
C 19.49207 -7.32631 17.20919 0.753 -0.170 0.020
H 17.62777 -6.90768 19.41013 -0.657 0.197 0.081
H 17.84793 -5.17155 19.17418 0.443 0.175 0.115
H 17.91451 -6.83720 21.74401 0.148 0.238 0.196
H 16.88603 -5.43538 21.42853 -0.107 -0.041 -0.075
H 18.59906 -5.15888 21.72377 -0.040 -0.184 -0.006
H 20.30016 -7.79526 16.64777 -0.018 0.412 -0.369
H 18.70597 -6.95166 16.55361 0.008 -0.122 0.339
H 19.21234 -8.14502 17.87218 -0.546 0.344 -0.001
```
Forces are in eV/Å.

Results
Orbital gap in eV: 7.2
Charge: -1
Electronic energy in Eh: -3717.35408
HOMO in eV: -5.21